The following is a DFT calculation (ωB97M-V/def2-TZVPD) of the molecule C24H30N4O2.

Geometry as ORCA input:
```
! wB97M-V def2-TZVPD RIJCOSX def2/J DEFGRID3
* xyz 0 1
O 1.81770 3.64833 -1.09184
O 1.43229 -2.09718 0.54473
N 3.63797 0.05483 0.77607
N 1.51310 1.76823 0.16953
N -4.50484 0.25211 1.25765
N -3.98773 0.81709 0.15512
C -0.65575 -3.00133 -0.31816
C -5.78884 0.06853 1.02567
C 3.66244 -1.34141 1.19902
C 3.74734 2.67244 -0.07089
C -6.11357 0.50930 -0.27142
C 4.44282 0.91191 1.63049
C 4.44299 1.63631 -0.96041
C -0.73129 2.42957 -0.56326
C -0.40035 0.51441 0.84848
C -4.68396 1.50629 -2.17542
C 3.03529 -3.08992 -0.62797
C 0.13313 1.58541 0.12934
C -1.20231 -4.06167 -1.26456
C 1.78018 -3.57640 -1.07322
C -1.75652 0.27447 0.84454
C 4.04662 2.37646 1.40917
C -2.09302 2.19452 -0.55694
C 4.02349 0.20120 -0.62698
C -6.69358 -0.53027 2.04220
C -2.61693 1.10281 0.12627
C 2.76952 -2.18969 0.35859
C 0.83431 -2.93757 -0.32886
C -4.93747 0.98323 -0.80724
C 2.25132 2.75448 -0.39315
H -7.07325 0.47818 -0.74656
H -7.49090 0.16682 2.29690
H 5.52086 1.74698 -0.82248
H 4.22342 1.84287 -2.00850
H -3.70064 1.20509 -2.53244
H 3.16993 2.61579 2.01335
H -0.91006 -3.84666 -2.28915
H 4.00024 -3.37805 -0.99282
H 3.31722 -1.37619 2.23733
H -4.74513 2.59492 -2.20151
H -0.82640 -5.04575 -0.99572
H 4.68223 -1.76001 1.15138
H 4.85466 -0.47959 -0.87366
H 1.61851 -4.30278 -1.84206
H -0.98909 -3.20615 0.70322
H 0.25978 -0.13656 1.40101
H -1.05092 -2.01775 -0.59100
H -2.28783 -4.08005 -1.21273
H -7.15023 -1.44024 1.65438
H 4.86332 3.01232 1.75376
H -6.12664 -0.76713 2.93789
H 4.25920 0.63962 2.67274
H -2.74383 2.88411 -1.06817
H -0.33168 3.27568 -1.09642
H -5.44163 1.11474 -2.85094
H 5.51838 0.76924 1.43716
H 3.16502 -0.09455 -1.23720
H -2.17877 -0.54448 1.40480
H 4.14191 3.65847 -0.33487
H 2.04799 1.03463 0.64576
*
```

SMILES	CCc1ccc(CN2CCC(C(=O)Nc3ccc(-n4nc(C)cc4C)cc3)CC2)o1
energy relative to the best compared isomer or geometry (same formula, charge and spin)	114.7	kJ/mol

***

The following is a DFT calculation (ωB97M-V/def2-TZVPD) of a structure of composition C27H33MoN7OS.

Geometry as ORCA input:
```
! wB97M-V def2-TZVPD RIJCOSX def2/J DEFGRID3
* xyz 2 1
Mo -0.01392 -0.53141 -0.67946
S 2.18754 0.53597 -0.30180
O 0.53235 -1.45315 -2.13475
N -1.84879 -2.67539 0.12912
N -0.93866 1.40435 -0.69042
N 2.27825 2.25643 -2.33362
N -1.89362 -1.66006 -0.76097
N 1.92170 3.18336 -0.26686
N -1.38673 2.16271 0.33651
N -0.50748 -0.41417 1.16050
C -2.45069 3.28913 5.02763
C -1.06863 0.13136 3.45528
C 1.20111 -1.91127 2.11927
C 2.85498 4.59931 -2.01346
C 0.00892 -1.70834 1.39590
C -1.53012 1.02874 4.38992
C 1.98724 4.56120 -0.76689
C -0.67277 -2.84483 0.89291
C 2.10278 2.11757 -1.02852
C 1.48991 -5.68169 2.16109
C -2.96771 -3.43040 0.05667
C -3.76528 -2.87848 -0.91671
C 1.64990 -3.18108 2.38238
C -1.92350 2.31430 4.01553
C -1.13740 2.10217 -1.80992
C 0.96148 -4.30598 1.90201
C -1.86417 3.33306 -0.15099
C -1.38924 1.75664 1.71038
C 0.16505 -3.17472 -3.76616
C 2.36308 3.55857 -3.00499
C 1.18726 -2.49804 -2.87337
C -0.18567 -4.12003 1.13938
C -3.04901 -1.77537 -1.39954
C -1.84690 2.65406 2.67473
C -1.72040 3.32981 -1.51711
C 2.34675 -1.88074 -3.63143
C -0.97733 0.47643 2.10365
H 2.40132 5.18495 0.02276
H 1.83836 3.01031 0.72291
H -3.11970 -4.27501 0.70714
H -4.73719 -3.21704 -1.22807
H 0.69204 -6.42193 2.16681
H 2.01935 -5.72642 3.11083
H -3.52926 3.17012 5.14620
H -3.32039 -1.06716 -2.16507
H 1.38003 3.82805 -3.39850
H -2.16050 3.64892 2.39428
H 1.55881 -3.20072 -2.12160
H 2.49978 1.41454 -2.84202
H -0.76554 -0.86144 3.76138
H -2.02421 4.09955 -2.20431
H -0.69885 -4.97625 0.71946
H -1.99355 3.12793 6.00230
H 0.97620 4.91128 -0.98508
H -2.29501 4.07937 0.48847
H 2.81531 5.58948 -2.46289
H 1.97665 -1.16995 -4.37272
H 2.55367 -3.32275 2.96043
H 1.73282 -1.04067 2.48302
H 2.19767 -5.96087 1.37707
H -0.21145 -2.47464 -4.51278
H -2.26083 4.31860 4.72745
H -1.58674 0.73269 5.42941
H -0.67243 -3.55493 -3.18053
H 3.03020 -1.37927 -2.94592
H 3.04657 3.45742 -3.84512
H -0.86204 1.68261 -2.76562
H 3.89335 4.39389 -1.74859
H 0.62483 -4.01358 -4.28802
H 2.90045 -2.65707 -4.15904
*
```

***

The following is a DFT calculation (ωB97M-V/def2-TZVPD) of a cluster of 3 separate species, C17H20BrFO8PS in total.

Geometry as ORCA input:
```
! wB97M-V def2-TZVPD RIJCOSX def2/J DEFGRID3
* xyz -1 1
Br -2.28535 -3.19897 1.96523
S -1.33449 -2.92985 5.09058
P -4.17414 -0.16637 3.61076
F -1.39746 -2.49529 6.63973
O 3.52693 1.77826 -4.02008
O -3.57391 -1.56177 4.51790
O 0.87829 0.38075 -0.33961
O -2.02686 -4.19207 5.01098
O 0.05790 -2.92049 4.68875
O -1.38412 3.49853 -3.96978
O -3.08592 -0.64433 2.25635
O 4.37074 -2.90691 -6.33492
C 3.71964 0.70432 -4.55073
C -0.16712 1.15516 3.70264
C -1.09693 1.04544 -1.42031
C -2.02614 -1.33391 2.77136
C 2.71822 -0.38519 -4.46607
C 2.93023 -1.56421 -5.04652
C 0.59443 2.83509 -2.88376
C 5.17766 -0.74452 -5.88674
C -0.36124 0.58022 2.26737
C 0.36394 1.09758 -1.17171
C -0.86584 2.78445 -3.13459
C 4.17597 -1.83487 -5.80283
C -2.19688 -1.51536 4.31093
C -0.66927 -0.91846 2.18531
C 1.16614 2.05256 -1.97174
C -1.66737 1.83071 -2.33209
C 4.96583 0.43401 -5.30631
H -3.06473 0.68831 4.01064
H -0.26192 0.40638 4.48811
H 6.08053 -0.96300 -6.44256
H 2.22956 2.07423 -1.77625
H -2.73159 1.81000 -2.52870
H -0.84747 1.99442 3.86052
H 2.21230 -2.37260 -4.99534
H 0.84935 1.55866 3.80037
H -5.30332 -0.89574 3.12154
H 0.57829 0.73969 1.74830
H 0.13614 -1.53598 2.59157
H 1.81540 -0.16721 -3.90970
H -4.61812 0.93110 2.74970
H 1.16268 3.53704 -3.48037
H -0.71988 -1.17256 1.12373
H -1.09736 1.19068 1.73581
H -1.88957 -0.68720 4.96364
H -4.88235 0.41522 4.73730
H -1.66456 0.34132 -0.82208
H 5.68373 1.24270 -5.35633
*
```

***

The following is a DFT calculation (ωB97M-V/def2-TZVPD) of a structure of composition C37H35BHfN2O7.

Geometry as ORCA input:
```
! wB97M-V def2-TZVPD RIJCOSX def2/J DEFGRID3
* xyz 0 1
Hf 0.35129 -1.28929 0.48012
O 1.94366 -0.12571 -0.67090
O 1.92448 -2.20101 1.54457
O 1.39234 2.43699 1.57238
O 0.76827 0.27141 1.79319
O 2.71064 -1.87494 -1.91749
O 0.48964 -3.51860 0.57514
O -1.59679 -1.83254 0.64236
N -0.84120 0.62389 -0.29674
N 1.30158 -6.22547 1.28891
C -2.32241 -0.39673 -1.89738
C 3.32606 -5.11904 0.51023
C -4.15411 1.68930 -1.56820
C -2.53532 -2.10570 2.77387
C -4.45271 0.63806 -2.38152
C 5.54762 0.43876 -0.10611
C 1.38061 -3.66397 3.96148
C -3.51557 -0.40844 -2.55599
C -2.91534 1.73165 -0.87835
C 3.78040 -1.16668 -1.40216
C 4.16889 -4.76744 -0.52885
C 1.23640 -5.62116 2.53853
C 0.67309 1.49332 1.34852
C 1.28295 -3.32058 1.53316
C 7.86761 -2.21283 -1.59045
C 3.87151 -5.15148 -1.82617
C -2.01256 0.66438 -1.02017
C 1.21014 -4.44197 5.09136
C 0.57851 -6.99927 -1.30414
C -1.38735 -1.84366 1.89851
C 1.04078 -6.39660 3.68233
C 1.35897 -4.23738 2.69155
C 1.01527 -5.81225 4.93599
C 3.33902 -0.13621 -0.61856
C 2.72381 -5.88912 -2.10052
C 2.43620 -6.29694 -3.52402
C 1.85335 -6.23547 -1.06055
C 7.54060 -0.83431 -1.01331
C -1.35568 2.79860 0.60012
C 4.18890 0.70700 0.04658
C -2.54833 2.81524 -0.04638
C -0.55047 1.65497 0.46841
C 8.12371 0.24019 -1.93983
C 6.03045 -0.61124 -0.89798
C 5.11923 -1.42716 -1.57620
C 2.16698 -5.84210 0.24250
C 8.20784 -0.72350 0.36746
B 1.54327 -1.28780 -1.45801
H 7.71149 0.14941 -2.94741
H 3.57645 -4.84220 1.52745
H -2.89270 -1.12893 3.12208
H -0.26681 -6.49203 -0.83211
H 0.86745 -6.43896 5.80678
H 9.21154 0.14345 -2.00453
H -3.34462 -2.61304 2.24125
H 0.93191 -7.46962 3.57540
H 7.55619 -2.30495 -2.63380
H 3.81685 1.51246 0.66764
H -3.22904 3.65242 0.06257
H 7.89237 1.24096 -1.56930
H 9.24316 -1.06767 0.30813
H 8.22744 0.30543 0.73036
H 7.39086 -3.01311 -1.01770
H 0.62194 -8.01441 -0.89220
H 0.89356 -7.14166 1.21730
H 1.49277 -2.58963 4.03303
H 5.06635 -4.19672 -0.31734
H 2.34451 -7.38036 -3.62590
H 4.53438 -4.87827 -2.63956
H -3.75129 -1.22923 -3.22160
H 6.25076 1.07744 0.41326
H 5.42987 -2.24168 -2.21618
H 8.94703 -2.37344 -1.55754
H 0.36048 -7.10130 -2.36432
H -5.40210 0.60254 -2.90110
H 3.23929 -5.96659 -4.18200
H -2.21958 -2.65940 3.65727
H 7.68670 -1.33208 1.10981
H -1.00795 3.61008 1.22307
H -4.85280 2.50802 -1.43982
H 1.21511 -3.99087 6.07475
H -1.59595 -1.18869 -2.02982
H 1.50606 -5.85656 -3.88940
*
```

energy relative to the best compared isomer or geometry (same formula, charge and spin)	103.9	kJ/mol

***

Gap between HOMO and LUMO values, unit eV, following the record order: 8.42; 6.65; 4.57; 7.11.
Maximum force values, unit eV Å⁻¹, following the record order: 1.0; 0.5; 3.1; 2.3.
Calculated total energy values, unit Eh, following the record order: -1302.05642; -1973.14944; -4675.05083; -2140.22934.